DFT (ωB97M-V with the def2-TZVPD basis set) results for one molecule with the formula C13H24N6O3S.

Positions of all 47 atoms, in Å:
C1 -0.035 4.341 -0.050
C2 -3.448 -2.962 0.483
H1 0.387 5.216 0.522
H2 -3.776 -4.719 1.338
H3 2.106 -3.859 -1.115
N1 1.116 -0.072 -0.654
H4 -0.231 -0.067 -2.739
H5 3.422 0.549 2.450
H6 3.237 1.593 -0.088
O1 0.613 -2.914 -2.484
N2 -3.098 -2.236 -0.538
C3 0.979 3.196 -0.244
H7 -1.596 -2.016 -3.456
C4 3.273 1.507 2.087
H8 1.212 0.688 -1.353
C5 2.576 1.378 0.798
H9 1.481 1.722 3.430
H10 -4.706 -1.449 0.769
N3 -3.152 -4.235 0.772
H11 -0.878 3.843 0.398
H12 -1.402 0.240 -1.604
N4 1.518 2.556 0.856
H13 -2.685 -4.768 0.031
C6 2.346 2.335 3.039
C7 0.792 -2.412 -1.377
O2 1.650 -0.801 1.385
O3 1.244 2.797 -1.363
S1 -0.503 5.085 -1.802
H14 -0.321 -1.284 0.049
C8 1.738 0.097 0.527
C9 -2.222 -2.802 -1.591
C10 -0.816 -0.585 -1.951
N5 -4.247 -2.228 1.222
H15 0.913 3.944 2.527
H16 -2.760 -3.468 -2.418
H17 2.550 4.026 1.817
C11 1.792 3.378 2.132
C12 -1.912 -1.567 -2.484
H18 -2.822 -1.117 -2.806
C13 0.199 -1.117 -0.950
H19 4.223 1.999 1.931
H20 -4.584 -2.587 2.159
H21 -1.435 -3.391 -1.051
H22 2.921 2.839 3.978
H23 0.818 5.063 -2.243
N6 1.564 -3.174 -0.532
H24 1.963 -2.559 0.192

* frontier orbital gap: 0.307 hartree
* SMILES string: NC(=O)[C@H](CCCN=C(N)N)NC(=O)[C@@H]1CCCN1C(=O)CS
* total energy: -1462.17688 Ha
* lowest unoccupied orbital energy: 0.56 eV
* HOMO energy: -7.78 eV

Mulliken atomic charge list, values in e, 2 entries: -0.7300, 0.5829